Run a
ORCA calculation (ωB97M-V/def2-TZVPD) on a cluster of 9 separate species, C36H99N9O9 in total.

Calculated values
* SMILES: COC[C@H](C)N.COC[C@H](C)N.COC[C@H](C)N.COC[C@H](C)N.COC[C@H](C)N.COC[C@H](C)N.COC[C@H](C)N.COC[C@H](C)N.COC[C@H](C)N
* Kohn-Sham gap: 0.32971 Eh
* HOMO energy: -0.3140 Ha
* LUMO level: 0.43 eV

Each line ends with the Mulliken charge.
Atoms and positions in Å:
C: 2.636 -0.242 -4.166  -1.902
C: 2.487 0.784 -3.027  1.814
C: 3.939 1.351 -2.599  -0.926
O: 4.735 0.318 -2.046  -0.276
C: 5.651 0.764 -1.042  -0.780
N: 1.663 1.821 -3.637  -0.621
H: 2.972 -1.174 -3.711  0.104
H: 3.422 0.119 -4.829  0.494
H: 1.795 -0.335 -4.853  0.610
H: 2.023 0.413 -2.114  -0.268
H: 3.756 2.173 -1.906  0.229
H: 4.463 1.778 -3.455  0.318
H: 5.253 1.260 -0.157  0.226
H: 6.361 1.426 -1.538  0.390
H: 6.160 -0.110 -0.637  0.246
H: 1.897 1.959 -4.609  0.325
H: 1.832 2.745 -3.267  0.091
C: -7.313 -2.756 -3.488  -1.405
C: -6.592 -2.911 -2.107  0.301
C: -5.593 -1.747 -1.796  -0.484
O: -5.250 -1.806 -0.373  -0.169
C: -4.173 -2.752 -0.088  -0.116
N: -7.555 -3.301 -1.066  -0.704
H: -6.545 -2.684 -4.258  0.331
H: -7.885 -1.829 -3.495  0.384
H: -7.943 -3.627 -3.667  0.369
H: -5.999 -3.825 -2.132  0.244
H: -6.252 -0.890 -1.931  0.351
H: -4.668 -1.732 -2.373  0.140
H: -4.589 -3.757 -0.022  0.368
H: -3.781 -2.479 0.892  0.208
H: -3.382 -2.773 -0.837  -0.285
H: -7.153 -3.301 -0.140  0.291
H: -8.200 -2.524 -1.064  0.266
C: 4.818 -2.978 0.311  -1.390
C: 4.498 -3.327 -1.128  0.600
C: 4.158 -4.749 -1.376  -0.773
O: 5.138 -5.752 -1.063  -0.404
C: 6.309 -5.654 -1.807  -0.773
N: 3.475 -2.381 -1.490  0.268
H: 3.916 -2.685 0.847  0.300
H: 5.599 -2.217 0.328  0.258
H: 5.258 -3.736 0.959  0.399
H: 5.355 -3.096 -1.761  0.346
H: 3.812 -4.891 -2.399  0.288
H: 3.298 -4.869 -0.717  0.361
H: 6.819 -6.612 -1.908  0.284
H: 7.015 -4.926 -1.407  0.271
H: 6.197 -5.313 -2.837  0.312
H: 2.596 -2.382 -0.993  -0.168
H: 3.982 -1.513 -1.391  -0.003
C: 0.370 -5.377 -6.021  -1.360
C: 1.021 -4.118 -5.292  0.620
C: 0.259 -3.443 -4.137  -0.386
O: -1.088 -3.380 -4.507  -0.420
C: -2.100 -2.750 -3.695  -0.717
N: 2.249 -4.593 -4.746  -0.594
H: -0.657 -5.144 -6.305  0.311
H: 0.383 -6.305 -5.449  0.314
H: 1.007 -5.604 -6.876  0.389
H: 1.414 -3.285 -5.875  0.235
H: 0.677 -2.452 -3.959  0.043
H: 0.244 -4.057 -3.236  0.297
H: -2.003 -1.673 -3.560  0.321
H: -2.053 -3.181 -2.695  0.201
H: -3.037 -3.117 -4.115  0.342
H: 2.711 -4.134 -3.975  0.077
H: 3.017 -4.697 -5.394  0.205
C: -5.055 0.583 2.284  -0.908
C: -5.987 0.487 3.519  0.840
C: -5.697 -0.550 4.651  -0.931
O: -6.799 -0.784 5.542  -0.395
C: -6.828 -1.884 6.448  -0.368
N: -5.877 1.729 4.192  -0.771
H: -5.250 -0.233 1.588  0.096
H: -4.029 0.458 2.631  0.042
H: -5.090 1.489 1.679  0.441
H: -7.040 0.354 3.269  0.253
H: -4.775 -0.409 5.214  0.288
H: -5.395 -1.484 4.178  0.455
H: -7.449 -1.570 7.286  0.261
H: -5.811 -1.781 6.827  0.044
H: -7.079 -2.796 5.907  0.241
H: -6.226 1.750 5.139  0.223
H: -6.345 2.481 3.706  0.197
C: -0.099 -0.850 3.743  -1.158
C: 0.594 -0.584 5.063  1.216
C: -0.115 -1.316 6.244  -0.811
O: -1.459 -0.942 6.317  -0.245
C: -2.271 -1.385 7.387  -0.674
N: 2.073 -0.909 4.944  -0.787
H: -1.178 -0.781 3.881  0.327
H: 0.177 -1.897 3.617  0.321
H: 0.388 -0.270 2.959  -0.054
H: 0.484 0.491 5.202  -0.177
H: 0.256 -1.012 7.223  0.391
H: 0.028 -2.385 6.087  0.339
H: -1.995 -0.834 8.286  0.333
H: -2.304 -2.469 7.494  0.312
H: -3.299 -1.068 7.211  0.080
H: 2.467 -0.091 4.500  0.230
H: 2.489 -0.826 5.860  0.308
C: -0.548 2.965 -0.819  -0.596
C: -1.427 1.666 -0.487  -0.313
C: -0.622 0.392 -0.498  -0.196
O: -1.426 -0.747 -0.160  0.409
C: -0.779 -2.012 -0.206  -0.561
N: -2.250 1.863 0.696  -0.538
H: -0.007 2.555 -1.671  0.338
H: 0.142 3.158 0.002  0.051
H: -1.168 3.782 -1.189  0.217
H: -2.283 1.628 -1.160  0.285
H: 0.240 0.458 0.165  0.159
H: -0.220 0.219 -1.496  -0.025
H: -1.513 -2.625 0.317  0.221
H: 0.237 -2.051 0.187  0.211
H: -0.846 -2.321 -1.249  -0.132
H: -2.717 0.967 0.682  0.202
H: -1.584 1.930 1.452  0.271
C: 1.228 6.218 -1.079  -1.477
C: 1.529 5.407 -2.419  0.670
C: 2.317 6.239 -3.453  -0.947
O: 1.472 7.313 -3.917  -0.390
C: 0.917 7.231 -5.263  -0.707
N: 2.256 4.197 -2.005  -0.380
H: 0.760 7.172 -1.318  0.417
H: 2.048 6.394 -0.383  0.375
H: 0.473 5.631 -0.555  0.356
H: 0.591 5.104 -2.885  0.246
H: 2.723 5.684 -4.299  0.397
H: 3.251 6.585 -3.009  0.330
H: 0.574 6.238 -5.556  0.296
H: 1.806 7.477 -5.843  0.311
H: 0.111 7.956 -5.374  0.246
H: 1.578 3.791 -1.376  -0.256
H: 2.971 4.513 -1.365  0.389
C: 2.339 2.495 2.349  -1.408
C: 3.027 2.914 3.657  0.193
C: 3.058 4.421 3.839  -0.848
O: 3.993 5.003 3.026  -0.309
C: 4.205 6.385 3.021  -0.836
N: 2.176 2.329 4.768  -0.463
H: 3.010 2.838 1.561  0.347
H: 1.375 2.992 2.250  0.321
H: 2.306 1.413 2.224  0.313
H: 3.962 2.356 3.623  0.344
H: 3.510 4.547 4.822  0.442
H: 2.147 5.017 3.893  0.411
H: 3.406 7.044 2.683  0.314
H: 4.982 6.760 2.354  0.277
H: 4.469 6.659 4.042  0.342
H: 2.640 2.514 5.646  0.229
H: 1.231 2.658 4.902  0.274

=====

Run b
ORCA calculation (ωB97M-V/def2-TZVPD) on a cluster of 9 separate species, C36H99N9O9 in total.

Calculated values
* SMILES: COC[C@H](C)N.COC[C@H](C)N.COC[C@H](C)N.COC[C@H](C)N.COC[C@H](C)N.COC[C@H](C)N.COC[C@H](C)N.COC[C@H](C)N.COC[C@H](C)N
* Kohn-Sham gap: 0.32368 Eh
* HOMO energy: -0.3019 Ha
* LUMO level: 0.59 eV

Each line ends with the Mulliken charge.
Atoms and positions in Å:
C: -27.139 19.446 16.630  -0.900
C: -26.282 18.284 16.146  0.497
C: -25.215 17.825 17.111  0.057
O: -24.483 16.760 16.513  -0.406
C: -23.314 16.463 17.277  -0.600
N: -27.231 17.263 15.628  -0.713
H: -27.801 19.726 15.816  0.200
H: -26.562 20.340 16.882  -0.068
H: -27.703 19.120 17.507  0.505
H: -25.713 18.624 15.269  0.040
H: -25.636 17.458 18.057  0.517
H: -24.506 18.654 17.234  -0.369
H: -22.649 17.322 17.152  0.148
H: -22.873 15.587 16.811  0.273
H: -23.512 16.289 18.335  0.288
H: -26.713 16.617 15.036  0.316
H: -27.463 16.712 16.457  0.312
C: -22.105 20.278 15.271  -0.939
C: -22.019 20.973 13.924  2.291
C: -21.005 22.100 13.787  -1.562
O: -21.215 23.100 14.754  0.440
C: -20.340 24.213 14.695  -0.912
N: -21.708 19.964 12.857  -0.834
H: -21.182 20.085 15.820  0.332
H: -22.790 19.431 15.338  0.610
H: -22.623 21.005 15.921  -0.497
H: -23.009 21.378 13.696  -0.931
H: -21.199 22.553 12.805  0.382
H: -19.985 21.709 13.681  0.354
H: -20.808 24.934 15.364  0.061
H: -20.256 24.692 13.719  0.395
H: -19.351 23.963 15.084  0.281
H: -21.101 19.267 13.281  0.348
H: -22.588 19.460 12.774  0.369
C: -21.098 27.718 16.700  -1.171
C: -21.032 28.656 15.479  0.469
C: -20.789 27.815 14.201  0.035
O: -19.649 27.011 14.263  -0.216
C: -18.549 27.466 13.493  -0.918
N: -22.279 29.416 15.372  -0.807
H: -20.267 27.009 16.670  0.268
H: -22.039 27.176 16.789  0.216
H: -21.047 28.330 17.604  0.459
H: -20.239 29.393 15.628  0.347
H: -20.821 28.372 13.259  0.597
H: -21.688 27.178 14.206  -0.737
H: -17.659 27.210 14.064  0.297
H: -18.580 28.554 13.378  0.394
H: -18.505 27.069 12.476  0.275
H: -23.127 28.855 15.319  0.262
H: -22.388 29.807 16.309  0.313
C: -20.278 21.946 17.935  -0.843
C: -20.920 22.227 19.279  0.617
C: -22.205 21.425 19.547  -0.951
O: -23.167 21.699 18.551  0.165
C: -24.440 21.192 18.878  -0.459
N: -20.000 22.090 20.405  -0.785
H: -20.867 22.430 17.144  -0.067
H: -20.326 20.877 17.708  0.157
H: -19.300 22.394 17.756  0.446
H: -21.254 23.273 19.313  0.091
H: -22.582 21.788 20.506  0.308
H: -21.864 20.385 19.637  0.431
H: -24.423 20.123 19.116  0.382
H: -25.035 21.354 17.978  -0.409
H: -24.946 21.700 19.707  0.301
H: -19.852 21.094 20.608  0.302
H: -19.058 22.293 20.077  0.310
C: -31.820 24.123 10.577  -1.062
C: -30.811 23.626 9.539  0.900
C: -30.083 22.362 9.991  -0.973
O: -29.477 22.513 11.262  -0.155
C: -29.748 21.451 12.149  -0.785
N: -31.431 23.425 8.235  -0.705
H: -31.316 24.211 11.545  -0.029
H: -32.584 23.347 10.676  0.359
H: -32.211 25.109 10.338  0.397
H: -30.048 24.414 9.453  -0.193
H: -29.371 22.065 9.219  0.240
H: -30.861 21.591 10.074  0.506
H: -30.813 21.257 12.303  0.417
H: -29.336 21.706 13.128  0.027
H: -29.234 20.546 11.811  0.268
H: -32.203 24.066 8.113  0.268
H: -31.843 22.493 8.252  0.307
C: -28.882 25.063 17.456  -1.652
C: -28.800 24.749 15.966  1.913
C: -30.156 24.741 15.249  -0.507
O: -31.034 23.806 15.888  -0.339
C: -32.196 23.627 15.102  -0.463
N: -27.960 25.737 15.275  -0.670
H: -29.346 26.041 17.601  0.343
H: -27.908 25.031 17.942  0.310
H: -29.530 24.335 17.951  0.362
H: -28.324 23.758 15.887  -0.575
H: -30.027 24.468 14.202  0.109
H: -30.596 25.734 15.382  0.270
H: -31.869 23.213 14.142  0.029
H: -32.752 24.556 14.932  0.280
H: -32.860 22.935 15.616  0.280
H: -27.002 25.539 15.534  -0.141
H: -28.107 25.552 14.274  0.235
C: -29.262 23.096 23.362  -1.463
C: -27.804 22.883 23.750  0.725
C: -26.809 23.818 23.072  -0.781
O: -26.768 23.550 21.692  -0.213
C: -26.105 24.513 20.931  -0.479
N: -27.693 23.141 25.214  -0.784
H: -29.316 23.236 22.280  0.322
H: -29.695 23.977 23.840  0.390
H: -29.932 22.281 23.640  0.374
H: -27.523 21.835 23.598  0.257
H: -25.835 23.660 23.552  0.265
H: -27.085 24.856 23.281  0.297
H: -26.011 24.196 19.889  -0.200
H: -25.026 24.495 21.166  0.357
H: -26.410 25.560 20.959  0.418
H: -28.420 22.598 25.669  0.259
H: -26.823 22.691 25.495  0.253
C: -27.975 26.614 11.106  -1.337
C: -27.112 25.413 11.424  0.799
C: -25.676 25.663 11.844  -0.928
O: -25.043 24.405 11.990  -0.198
C: -23.645 24.427 11.951  -0.694
N: -27.798 24.606 12.448  0.371
H: -28.841 26.253 10.542  0.151
H: -27.493 27.282 10.384  0.441
H: -28.334 27.152 11.981  0.283
H: -27.068 24.825 10.496  0.277
H: -25.553 26.296 12.726  0.131
H: -25.215 26.095 10.944  0.482
H: -23.305 24.967 11.054  0.476
H: -23.255 23.414 11.933  0.169
H: -23.192 25.013 12.764  0.132
H: -28.569 24.112 12.008  -0.366
H: -27.185 23.967 12.937  -0.040
C: -24.264 25.836 15.867  -0.155
C: -24.280 24.515 16.657  0.313
C: -24.537 23.344 15.711  1.931
O: -25.870 23.269 15.266  0.873
C: -26.023 22.204 14.354  -0.052
N: -22.993 24.362 17.337  -0.312
H: -23.370 25.854 15.243  -0.472
H: -24.314 26.678 16.558  0.482
H: -25.168 25.931 15.264  -0.598
H: -25.043 24.575 17.437  0.122
H: -24.161 22.418 16.171  -1.360
H: -23.853 23.388 14.848  -0.310
H: -27.097 22.043 14.251  -0.337
H: -25.588 21.247 14.670  -0.263
H: -25.539 22.480 13.412  0.201
H: -22.320 24.297 16.573  -0.144
H: -22.917 23.461 17.820  0.003

=====

Least stable = run a